No. 1
The following is a quantum chemistry calculation of a 6-piece molecular cluster, C6H20O5 overall in a non-equilibrium geometry, from OMol25.

Geometry as ORCA input:
```
! RIJCOSX wB97M-V def2-TZVPD def2/J DEFGRID3
* xyz 0 1
C -3.19248 0.09254 1.38241
C -1.69411 -0.04452 1.19267
C -0.81681 -0.45098 2.15461
C 0.63929 -0.87369 2.11324
C 1.12366 -0.52111 0.92849
C 2.56169 -0.80041 0.46740
H -3.37100 0.50156 2.31402
H -3.62707 -0.90385 1.15951
H -3.63236 0.88755 0.60707
H -1.46243 0.13271 0.18687
H -1.26937 -0.49163 3.17248
H 0.88724 -1.32522 3.03041
H 0.42491 -0.02182 0.19655
H 3.14325 -1.15840 1.23737
H 2.53372 -1.54772 -0.35655
H 3.04973 0.06089 -0.02727
O 0.49962 2.54029 0.72120
H -0.19078 2.31669 1.29146
H 0.14412 2.70089 -0.19276
O -0.63983 -1.03475 -2.95181
H 0.31357 -0.97166 -3.32734
H -1.15149 -0.19349 -3.15742
O 0.61999 3.23584 -1.86961
H 1.36070 2.82154 -2.30594
H 1.18798 3.70376 -1.16652
O 2.24759 0.20416 -2.48158
H 1.57665 0.01752 -1.85574
H 2.91248 0.56700 -1.75765
O -1.40198 -3.40925 -0.51302
H -1.74993 -2.48507 -0.54606
H -1.02656 -3.54937 0.35349
*
```

As for the energy above the lowest of the compared OMol25 structures with the same formula, charge and spin: 3.315 eV. Its SMILES is C/C=C/C=C/C.O.O.O.O.O. The total energy is -16780.93790 eV. For the HOMO-LUMO gap, the calculation gives 8.87 eV. The LUMO energy is 0.3034 eV.

Results of the natural (NBO) charge analysis, in e, for atoms 1 through 5: C -0.631; C -0.220; C -0.209; C -0.274; C -0.103

No. 2
The following is a quantum chemistry calculation of a 2-piece molecular cluster, C2H8NO2 overall in a non-equilibrium geometry, from OMol25.

Geometry as ORCA input:
```
! RIJCOSX wB97M-V def2-TZVPD def2/J DEFGRID3
* xyz -1 1
C 0.49009 0.62811 0.05287
O -0.49058 -0.21642 0.38790
C 1.49359 0.04105 -1.08432
N 0.65430 -0.59953 -2.11936
H 1.24680 0.65829 0.92550
H 0.12509 1.69284 -0.05666
H 2.09673 -0.63394 -0.58251
H 2.16356 0.70477 -1.51488
H -0.10666 -0.01570 -2.33009
H 0.23304 -1.29741 -1.49160
H -2.52388 0.66243 2.39402
H -0.99270 -0.01738 1.31032
O -1.84994 0.01990 2.40838
*
```

As for the energy above the lowest of the compared OMol25 structures with the same formula, charge and spin: 1.021 eV. The total energy is -7788.16434 eV. For the HOMO-LUMO gap, the calculation gives 7.98 eV. The LUMO energy is 4.2978 eV.

Results of the natural (NBO) charge analysis, in e, for atoms 1 through 5: C -0.037; O -0.822; C -0.240; N -0.852; H 0.103

No. 3
The following is a quantum chemistry calculation of C53H53CaN6O4PSSb as an isolated structure, from OMol25.

Geometry as ORCA input:
```
! RIJCOSX wB97M-V def2-TZVPD def2/J DEFGRID3
* xyz 1 1
Ca -0.24304 -0.03531 -0.54424
O 2.00131 -0.46983 3.53999
C 1.18106 -0.29049 2.51770
O 1.41112 -0.68712 1.39501
C -0.09723 0.40805 2.85567
C -0.47097 0.81261 4.11983
C -1.71404 1.42947 4.25358
C -2.51444 1.60624 3.14040
C -2.04130 1.17932 1.90061
N -0.85986 0.59338 1.78079
C -2.85135 1.31151 0.59984
O -4.05783 1.45909 0.72703
O -2.14851 1.20551 -0.45950
H 2.75223 -1.01568 3.24008
H 0.18249 0.65393 4.96543
H -2.04973 1.76090 5.22753
H -3.49655 2.05523 3.19328
C -0.04151 3.57586 -3.57615
C 0.02566 2.76625 -2.43487
N 0.20952 1.46408 -2.48694
C 0.31825 0.86961 -3.69990
C 0.27760 1.59916 -4.89441
C 0.08680 2.98908 -4.80469
C 0.42416 0.92440 -6.15516
C 0.61522 -0.40839 -6.20648
C 0.67480 -1.18814 -5.00044
C 0.87295 -2.58078 -5.01685
C 0.91811 -3.27469 -3.83783
C 0.75710 -2.56428 -2.64162
N 0.56651 -1.26104 -2.59115
C 0.52495 -0.56568 -3.75476
H -0.19313 4.64091 -3.47266
H -0.06931 3.19222 -1.44298
H 0.04071 3.57841 -5.71243
H 0.37840 1.51351 -7.06226
H 0.72937 -0.91765 -7.15491
H 0.98757 -3.08761 -5.96751
H 1.06534 -4.34505 -3.80405
H 0.77470 -3.09412 -1.69498
C -1.89506 -3.74169 4.22756
C -1.22785 -5.09024 4.11067
C -1.59784 -6.10436 4.99045
C -1.03279 -7.36759 4.91493
C -0.08591 -7.64163 3.94130
C 0.28825 -6.64213 3.05522
C -0.26346 -5.36632 3.13444
Sb 0.31845 -3.84418 1.73863
C 0.23887 -5.09958 -0.00928
C -0.97977 -4.90081 -0.67011
C -1.31418 -5.60258 -1.81644
C -0.41195 -6.52321 -2.32879
C 0.79393 -6.73304 -1.68127
C 1.14324 -6.04020 -0.51924
C 2.47117 -6.37221 0.11359
C 2.41603 -3.64427 2.13362
C 3.25236 -3.43507 1.03947
C 4.59456 -3.12995 1.19925
C 5.11211 -2.99303 2.47811
C 4.28232 -3.16345 3.57676
C 2.93246 -3.49043 3.42898
C 2.08256 -3.65692 4.66102
H -2.48529 -3.68280 5.14100
H -2.56005 -3.56012 3.37901
H -1.16918 -2.92464 4.24728
H -2.34444 -5.89733 5.74830
H -1.33756 -8.13720 5.61220
H 0.35608 -8.62674 3.86723
H 1.01534 -6.87208 2.28823
H -1.68908 -4.17785 -0.28043
H -2.26875 -5.43194 -2.29812
H -0.65093 -7.08822 -3.22104
H 1.48672 -7.47024 -2.07205
H 2.66740 -7.44182 0.03327
H 2.51720 -6.09090 1.16208
H 3.29087 -5.85507 -0.38904
H 2.84804 -3.51748 0.03403
H 5.22975 -2.98924 0.33332
H 6.15707 -2.75092 2.62290
H 4.68806 -3.05115 4.57580
H 2.59224 -3.26226 5.53948
H 1.84974 -4.70664 4.84304
H 1.13022 -3.12938 4.56736
C 4.34989 0.46369 0.17702
P 3.08833 0.33770 -1.14564
C 3.83941 -0.99612 -2.16953
C 3.54411 1.78450 -2.17875
H 5.35515 0.59336 -0.23057
H 4.32323 -0.44397 0.77986
H 4.11029 1.31040 0.82106
H 4.90007 -0.81544 -2.35779
H 3.32162 -1.06171 -3.12848
H 3.73105 -1.95799 -1.66477
H 4.61437 1.80950 -2.39451
H 3.25764 2.69584 -1.65221
H 2.99573 1.75041 -3.12241
N -2.89655 -1.92043 1.22128
C -3.23082 -1.90510 -0.11325
C -4.56392 -2.12970 -0.48730
C -4.88109 -2.18067 -1.81968
C -3.86783 -2.02421 -2.76614
C -2.59325 -1.80172 -2.30753
N -2.25413 -1.72770 -1.00748
H -3.60232 -1.59219 1.86051
H -1.95229 -1.65969 1.46394
H -5.31732 -2.25810 0.27765
H -5.90493 -2.34599 -2.12830
H -4.06929 -2.05753 -3.82660
H -1.78858 -1.66050 -3.01671
S 1.60117 2.72448 0.93256
C 1.09916 4.32579 1.05787
N 1.99953 5.33607 0.89122
C 1.71378 6.66117 0.97025
C 0.44619 7.07053 1.22102
C -0.54507 6.07744 1.39871
C -0.23160 4.75287 1.32351
H 2.94961 5.03899 0.71231
H 2.54478 7.33474 0.82236
H 0.21505 8.12230 1.28256
H -1.56656 6.37396 1.59908
H -0.98074 3.98527 1.45709
*
```

As for the energy above the lowest of the compared OMol25 structures with the same formula, charge and spin: 0.000 eV. The total energy is -118054.85182 eV. For the HOMO-LUMO gap, the calculation gives 7.73 eV. The LUMO energy is -2.4275 eV.

Results of the Mulliken charge analysis, in e, for atoms 1 through 5: Ca 1.231; O -0.598; C -0.123; O 0.781; C -0.575

No. 4
The following is a quantum chemistry calculation of C3HEuO2 as an isolated structure in a non-equilibrium geometry, from OMol25.

Geometry as ORCA input:
```
! RIJCOSX wB97M-V def2-TZVPD def2/J DEFGRID3
* xyz 1 8
C -0.20717 -0.06196 -0.04981
O -0.94181 -1.11282 -0.01714
O -0.97014 1.01279 -0.02932
C -2.36180 0.69365 0.00268
C -2.39400 -0.63773 0.03111
H -3.12467 -1.43579 -0.02232
Eu 2.43811 0.03803 -0.00318
*
```

Its expectation value of S² is 15.76. As for the energy above the lowest of the compared OMol25 structures with the same formula, charge and spin: 2.843 eV. The total energy is -26538.31349 eV. For the HOMO-LUMO gap (alpha / beta), the calculation gives 4.07 / 4.30 eV. The LUMO energy (alpha / beta) is -6.5966 / -6.3786 eV.

Results of the Mulliken charge analysis, in e, for atoms 1 through 5: C 0.017; O -0.398; O -0.183; C -0.603; C 0.026

No. 5
The following is a quantum chemistry calculation of C3H6N2OS in the gas phase in a non-equilibrium geometry, from OMol25.

Geometry as ORCA input:
```
! RIJCOSX wB97M-V def2-TZVPD def2/J DEFGRID3
* xyz 0 1
H 2.88943 -0.77033 -0.54111
N 2.66465 0.06919 0.00426
C 1.41537 0.24152 -0.13025
N 0.80321 1.29606 0.49311
S -0.64346 1.77139 -0.36799
C -0.83977 -0.07771 -0.61545
C -1.61959 -0.78387 0.50416
O 0.50389 -0.54383 -0.77940
H 1.47273 2.03130 0.73387
H -1.27016 -0.28927 -1.59033
H -1.49411 -1.86364 0.33740
H -1.19575 -0.52185 1.48367
H -2.68644 -0.55895 0.46806
*
```

As for the energy above the lowest of the compared OMol25 structures with the same formula, charge and spin: 1.669 eV. Its SMILES is [H]/N=C1/NS[C@H](C)O1. The total energy is -19070.49796 eV. For the HOMO-LUMO gap, the calculation gives 9.07 eV. The LUMO energy is 0.4896 eV.

Results of the natural (NBO) charge analysis, in e, for atoms 1 through 5: H 0.350; N -0.732; C 0.668; N -0.774; S 0.333